<a>
Computed, not measured: a cluster of 3 separate species, C2H9NS in total, with the ωB97M-V functional and the def2-TZVPD basis.

XYZ file:
```
13
Properties=species:S:1:pos:R:3
S 0.652 1.174 -0.472
N 0.223 -3.511 0.262
C -0.696 1.390 0.720
C -0.242 0.020 0.609
H -2.813 1.961 -2.274
H 0.576 -4.366 -0.145
H -0.852 -0.707 0.090
H 1.034 -2.918 0.400
H -0.288 -3.077 -0.505
H -1.617 1.697 0.238
H -0.476 1.982 1.605
H -2.591 2.666 -2.311
H 0.393 -0.329 1.412
```

Computed properties:
- net charge = 0
- orbital gap (eV) = 9.67
- 2S+1 = 1
- E_HOMO (eV) = -8.80

---

<b>
Computed, not measured: a cluster of 3 separate species, C2H9NS in total, with the ωB97M-V functional and the def2-TZVPD basis.

XYZ file:
```
13
Properties=species:S:1:pos:R:3
S 1.461 1.326 0.326
N 1.769 0.911 -3.364
C 0.924 -0.917 1.147
C 0.158 0.250 0.925
H 1.828 -0.087 -3.212
H 2.436 1.281 -2.691
H -5.760 -0.707 2.331
H 0.843 1.130 -2.993
H 1.213 -1.781 0.566
H -5.328 -1.240 2.610
H 1.266 -1.002 2.176
H -0.721 0.134 0.297
H -0.089 0.702 1.883
```

Computed properties:
- net charge = 0
- orbital gap (eV) = 7.25
- 2S+1 = 1
- E_HOMO (eV) = -8.63

---

Winner for stability: <a>

---

<a>
Computed, not measured: a cluster of 2 separate species, C2H9NS in total, with the ωB97M-V functional and the def2-TZVPD basis.

XYZ file:
```
13
Properties=species:S:1:pos:R:3
S -1.359 -1.259 2.637
N 1.236 2.228 -1.157
C -0.945 -2.006 1.016
C 0.389 1.034 -1.386
H -0.309 1.186 -2.200
H 1.008 0.146 -1.535
H -0.654 -0.136 2.546
H 1.310 2.384 -0.159
H -1.879 -2.275 0.548
H 2.185 2.063 -1.466
H -0.432 -2.905 1.215
H -0.163 0.842 -0.481
H -0.388 -1.301 0.422
```

Computed properties:
- net charge = 0
- orbital gap (eV) = 9.90
- 2S+1 = 1
- E_HOMO (eV) = -9.12

---

<b>
Computed, not measured: a cluster of 2 separate species, C2H9NS in total, with the ωB97M-V functional and the def2-TZVPD basis.

XYZ file:
```
13
Properties=species:S:1:pos:R:3
S -2.628 0.549 1.372
N 0.277 -0.740 -0.275
C 0.592 -0.092 -1.569
C 0.937 -0.202 0.842
H 0.564 0.847 0.953
H 0.232 -1.740 -0.298
H 0.628 -0.818 -2.493
H -3.090 1.664 2.052
H 2.018 -0.159 0.748
H 0.782 -0.844 1.766
H -0.331 0.425 -1.846
H -1.543 0.703 0.326
H 1.562 0.406 -1.578
```

Computed properties:
- net charge = 0
- orbital gap (eV) = 9.57
- 2S+1 = 1
- E_HOMO (eV) = -8.79

---

Winner for stability: <a>

---

<a>
Computed, not measured: the ion C11H17N2O2 with charge +1, with the ωB97M-V functional and the def2-TZVPD basis.

XYZ file:
```
32
Properties=species:S:1:pos:R:3
O -1.199 1.412 -0.928
O 1.466 -0.864 -1.911
N -0.864 0.498 -0.188
N 1.098 -0.405 -0.893
C -2.103 -2.999 -0.243
C -1.738 -1.105 -1.694
C 0.170 0.863 0.884
C -1.122 -0.827 -0.383
C 1.716 2.667 1.473
C 2.740 2.194 0.442
C -2.719 -2.271 -1.465
C 1.409 0.264 0.126
C 2.740 0.699 0.359
C 0.342 2.360 0.951
C -1.283 -1.948 0.615
H 2.347 2.502 -0.551
H -0.043 0.503 1.965
H 0.283 2.826 -0.069
H -0.561 2.589 1.610
H -2.738 -3.516 0.479
H -1.033 -1.448 -2.402
H 3.761 2.459 0.743
H 1.863 3.750 1.505
H -2.738 -2.923 -2.342
H 3.310 0.303 -0.401
H -2.080 -1.710 1.354
H -1.424 -3.788 -0.585
H -2.394 -0.240 -1.974
H 3.189 0.262 1.325
H 1.765 2.289 2.435
H -0.442 -2.479 1.028
H -3.717 -1.915 -1.264
```

Computed properties:
- net charge = +1
- orbital gap (alpha / beta) (eV) = 8.50 / 7.18
- 2S+1 = 1
- E_HOMO (alpha / beta) (eV) = -13.65 / -13.34

---

<b>
Computed, not measured: the ion C11H17N2O2 with charge +1, with the ωB97M-V functional and the def2-TZVPD basis.

XYZ file:
```
32
Properties=species:S:1:pos:R:3
O 0.355 -1.829 2.693
O 0.580 0.375 -0.127
N 0.300 -1.891 0.052
N -1.015 -1.137 -2.050
C 0.168 -0.609 2.076
C 1.749 1.365 -1.871
C -0.063 -0.271 -2.450
C 1.486 0.622 -4.102
C -1.161 0.448 3.843
C -1.413 1.290 1.481
C 2.100 1.464 -3.202
C 0.374 -0.673 0.533
C -1.245 0.080 2.369
C 0.784 0.431 -1.527
C 0.314 -0.098 -3.809
H -1.329 -1.713 -2.763
H -1.392 1.208 0.436
H -1.996 -0.724 1.975
H 0.638 -2.115 -0.904
H -0.190 -0.595 -4.495
H 2.180 1.917 -1.183
H -0.373 1.152 4.112
H 1.062 0.202 2.256
H -1.309 -0.430 4.504
H 0.697 -1.784 3.633
H -2.380 1.619 1.748
H -2.006 0.977 4.169
H -1.283 -1.301 -1.099
H 1.772 0.643 -5.191
H 0.441 -2.669 0.708
H 2.933 2.057 -3.649
H -0.777 1.990 1.832
```

Computed properties:
- net charge = +1
- orbital gap (eV) = 8.58
- 2S+1 = 1
- E_HOMO (eV) = -11.78

---

<c>
Computed, not measured: the ion C11H17N2O2 with charge +1, with the ωB97M-V functional and the def2-TZVPD basis.

XYZ file:
```
32
Properties=species:S:1:pos:R:3
O 0.151 -0.526 -1.347
O -2.098 -1.675 -0.436
N -1.822 1.086 -0.424
N -3.826 0.300 0.561
C -0.929 -2.073 0.220
C 0.793 0.606 -0.984
C 0.296 -1.458 -0.275
C 2.550 1.365 1.020
C 1.701 0.403 0.157
C 1.439 -1.064 0.607
C -0.760 1.881 -0.431
C 3.150 0.700 -0.144
C 0.061 -2.904 -0.514
C -2.721 1.087 0.518
C 0.308 1.906 -1.520
H -2.410 -2.469 -0.773
H -0.057 1.818 -2.537
H -0.226 -3.316 -1.439
H -4.763 0.589 0.822
H 2.938 1.020 1.994
H 3.305 1.071 -1.101
H 1.233 -0.952 1.763
H -3.801 -0.575 0.070
H 0.748 -3.442 0.047
H 2.216 2.378 1.031
H 2.379 -1.652 0.378
H -2.001 0.564 -1.317
H 4.009 -0.002 -0.037
H -0.455 2.429 0.521
H 0.997 2.823 -1.505
H -2.568 1.875 1.252
H -1.108 -2.341 1.296
```

Computed properties:
- net charge = +1
- orbital gap (alpha / beta) (eV) = 7.09 / 7.09
- 2S+1 = 1
- E_HOMO (alpha / beta) (eV) = -10.26 / -10.26

---

Winner for stability: <b>

---

<a>
Computed, not measured: a cluster of 2 separate species, CN2O2S in total, with the ωB97M-V functional and the def2-TZVPD basis.

XYZ file:
```
6
Properties=species:S:1:pos:R:3
S -1.654 -1.063 1.572
O 0.230 0.783 -2.300
O 0.364 1.639 -0.195
N -0.183 -1.231 1.260
N 0.887 -1.332 0.915
C 0.356 1.204 -1.253
```

Computed properties:
- net charge = 0
- orbital gap (eV) = 10.44
- 2S+1 = 1
- E_HOMO (eV) = -10.13

---

<b>
Computed, not measured: a cluster of 2 separate species, CN2O2S in total, with the ωB97M-V functional and the def2-TZVPD basis.

XYZ file:
```
6
Properties=species:S:1:pos:R:3
S -0.911 0.913 -0.123
O -1.489 0.346 2.179
O 0.050 -0.925 1.313
N 1.967 -0.406 -2.609
N -0.727 -0.026 1.311
C 1.111 0.096 -2.071
```

Computed properties:
- net charge = 0
- orbital gap (alpha / beta) (eV) = 6.59 / 6.59
- 2S+1 = 1
- E_HOMO (alpha / beta) (eV) = -11.71 / -11.71

---

Winner for stability: <a>

---

<a>
Computed, not measured: an isolated molecule of C6H6O2, with the ωB97M-V functional and the def2-TZVPD basis.

XYZ file:
```
14
Properties=species:S:1:pos:R:3
O 0.094 1.359 -1.091
O 1.869 1.692 2.280
C 1.034 0.540 -0.311
C 1.110 0.947 1.759
C -1.019 -0.729 -0.735
C 0.124 0.039 -1.404
C 0.481 0.141 0.966
C -0.783 -0.662 0.833
H 2.064 0.900 -0.276
H -1.103 -1.705 -1.216
H 0.445 -0.286 -2.303
H -1.738 -0.228 1.267
H -1.956 -0.317 -0.847
H -0.622 -1.693 1.079
```

Computed properties:
- net charge = 0
- orbital gap (eV) = 9.44
- 2S+1 = 1
- E_HOMO (eV) = -8.70

---

<b>
Computed, not measured: an isolated molecule of C6H6O2, with the ωB97M-V functional and the def2-TZVPD basis.

XYZ file:
```
14
Properties=species:S:1:pos:R:3
O 2.160 0.090 -0.268
O -1.253 -1.167 -0.222
C -1.334 1.130 -0.049
C 1.286 1.148 -0.053
C 0.009 0.782 0.108
C 1.361 -1.144 -0.103
C -0.014 -0.695 0.375
C -2.040 -0.049 -0.194
H -3.098 -0.208 -0.423
H 1.891 -1.737 0.620
H -1.744 2.139 -0.052
H -0.163 -0.870 1.483
H 1.240 -1.596 -1.123
H 1.700 2.178 -0.099
```

Computed properties:
- net charge = 0
- orbital gap (eV) = 8.44
- 2S+1 = 1
- E_HOMO (eV) = -7.54

---

Winner for stability: <b>

---

<a>
Computed, not measured: an isolated molecule of C4H2FNOS, with the ωB97M-V functional and the def2-TZVPD basis.

XYZ file:
```
10
Properties=species:S:1:pos:R:3
S 1.998 -1.760 1.160
F -0.820 -0.960 2.061
O -0.693 1.154 -0.839
N 1.259 -0.228 -0.862
C 0.927 -0.780 0.393
C -0.408 -0.394 0.891
C -1.164 0.497 0.274
C 0.424 0.609 -1.338
H 0.675 1.076 -2.318
H -2.199 0.786 0.578
```

Computed properties:
- net charge = 0
- orbital gap (eV) = 8.07
- 2S+1 = 1
- E_HOMO (eV) = -8.85

---

<b>
Computed, not measured: an isolated molecule of C4H2FNOS, with the ωB97M-V functional and the def2-TZVPD basis.

XYZ file:
```
10
Properties=species:S:1:pos:R:3
S -2.685 -0.113 -0.178
F -1.184 2.328 0.077
O 1.736 0.482 -0.266
N 0.873 1.571 -0.009
C 1.235 -0.795 -0.067
C -1.105 -0.056 0.009
C -0.392 1.276 -0.045
C -0.095 -1.153 0.205
H -0.453 -2.108 0.507
H 2.069 -1.433 -0.235
```

Computed properties:
- net charge = 0
- orbital gap (eV) = 8.05
- 2S+1 = 1
- E_HOMO (eV) = -9.19

---

Winner for stability: <a>